The following is a DFT calculation (the ωB97M-V functional and the def2-TZVPD basis) of one molecule with the formula C9H16N2Si at a distorted geometry.

CARTESIAN COORDINATES (ANGSTROEM)
C  -0.15  -1.64  2.09
Si  -0.24  -1.66  0.14
C  0.57  -3.28  -0.47
C  -2.08  -1.46  -0.25
N  0.40  -0.25  -0.72
N  1.92  -0.35  -1.33
C  0.13  1.11  -0.52
C  0.48  2.08  -1.45
C  0.40  3.46  -1.23
C  0.06  3.85  0.03
C  -0.41  2.95  0.94
C  -0.41  1.62  0.70
H  -1.02  -1.14  2.44
H  -0.04  -2.72  2.47
H  0.75  -1.17  2.55
H  1.09  -3.32  -1.47
H  1.14  -3.89  0.33
H  -0.15  -4.17  -0.51
H  -2.62  -0.72  0.34
H  -1.98  -1.22  -1.26
H  -2.81  -2.24  -0.13
H  2.29  0.26  -0.70
H  2.38  -1.22  -1.10
H  0.79  1.85  -2.41
H  0.68  4.05  -2.06
H  0.17  4.98  0.19
H  -0.63  3.24  1.90
H  -0.70  0.97  1.49

Properties
- highest occupied orbital energy (hartree) = -0.292
- gap between HOMO and LUMO (eV) = 8.718